No. 1
Below is C38H36N4ORuSSi as an isolated structure, with properties calculated with the ωB97M-V functional and the def2-TZVPD basis.

Calculated values
- LUMO (alpha / beta) (eV) = -5.2493 / -8.0904
- total energy (hartree) = -2546.00883
- expectation value of S² = 6.0247
- multiplicity = 5
- charge = +2
- energy relative to the best compared isomer or geometry (same formula, charge and spin) (kcal per mole) = 0.0

Last column: Mulliken charge in e.
Geometry (Å):
Ru -0.2990 -0.0765 0.1140  -0.3381
N -2.4045 2.2401 2.9278  -0.0147
C -1.2323 2.9514 3.1954  0.0884
C -0.9601 3.9584 4.1126  -1.2572
C 0.3188 4.4715 4.0917  -0.5419
C 1.2841 3.9994 3.1834  -1.1243
C 1.0011 2.9955 2.2817  0.2627
C -0.2873 2.4608 2.3029  0.4603
N -0.8988 1.4802 1.5066  0.3472
C -2.1477 1.3909 1.9301  0.3179
C -3.0906 0.4893 1.2809  -0.2918
C -4.3935 0.2405 1.5368  -0.2366
S -4.9899 -0.8876 0.4086  -0.0895
C -3.4831 -0.9399 -0.3590  -0.1692
N -2.5711 -0.1850 0.1953  -0.1541
H -3.2907 2.3697 3.3877  0.2591
H -1.7105 4.3254 4.8025  0.4433
H 0.5860 5.2582 4.7861  0.4132
H 2.2740 4.4396 3.1919  0.4840
H 1.7587 2.6445 1.5891  0.2757
H -5.0228 0.6410 2.3198  0.4094
H -3.3047 -1.5493 -1.2349  0.4161
N 0.8314 1.6079 -1.0759  0.0236
C 2.2869 1.6661 -1.1233  1.4683
C 2.8613 2.2265 -2.2560  -0.8521
C 4.2349 2.3178 -2.3901  -0.7335
C 5.0441 1.8382 -1.3724  -1.1550
C 4.4672 1.2735 -0.2479  -0.9887
C 3.0816 1.1764 -0.0860  0.1217
C 2.5622 0.4747 1.1269  0.3555
C 3.2992 0.4626 2.3113  -0.6306
C 2.9309 -0.3134 3.4091  -1.0937
C 1.8278 -1.1484 3.3381  -0.8629
C 1.0842 -1.1434 2.1637  0.0362
C 1.4009 -0.2933 1.1116  1.9313
H 0.4741 1.6838 -2.0199  0.2829
H 0.4505 2.3933 -0.5552  0.3572
H 2.2170 2.6039 -3.0450  0.4392
H 4.6658 2.7604 -3.2800  0.4389
H 6.1221 1.8896 -1.4580  0.4587
H 5.1123 0.8595 0.5180  0.3733
H 4.1758 1.0961 2.3909  0.6216
H 3.5258 -0.2760 4.3136  0.4731
H 1.5658 -1.8002 4.1625  0.4885
H 0.2408 -1.8200 2.0708  0.2599
C -1.2170 -4.2236 -0.1610  -1.2115
C -0.7497 -4.3133 -1.5984  1.5772
C -1.7017 -3.7467 -2.6276  -1.4067
C -0.1593 -5.6438 -1.9917  -1.5442
Si 0.8695 -2.8441 -1.6088  -0.3314
O 0.1712 -1.4637 -1.2240  -0.2282
C 1.3539 -2.9961 -3.3499  0.6231
C 0.8485 -2.1205 -4.3217  -0.1937
C 1.3161 -2.1888 -5.6242  -0.7920
C 2.2736 -3.1416 -5.9650  -0.5665
C 2.7734 -4.0216 -5.0083  -0.8398
C 2.3125 -3.9555 -3.7025  -0.2126
C 2.1726 -3.3364 -0.4117  1.6130
C 3.2018 -2.3851 -0.3362  -0.5287
C 4.2817 -2.5809 0.5106  -0.5409
C 4.3492 -3.7243 1.2983  -0.7514
C 3.3399 -4.6764 1.2343  -0.9739
C 2.2590 -4.4847 0.3818  -0.6985
H -2.1674 -4.7723 -0.1166  0.5412
H -1.4033 -3.2003 0.1647  0.0850
H -0.5246 -4.6934 0.5363  0.2669
H -2.6562 -4.2742 -2.4983  0.5428
H -1.3476 -3.9209 -3.6430  0.3817
H -1.8737 -2.6762 -2.5049  0.1136
H -0.9847 -6.3705 -1.9338  0.5441
H 0.6208 -5.9969 -1.3201  0.2333
H 0.2155 -5.6475 -3.0124  0.4010
H 0.0983 -1.3807 -4.0556  0.3906
H 0.9368 -1.5056 -6.3743  0.4484
H 2.6329 -3.1996 -6.9852  0.4302
H 3.5230 -4.7547 -5.2800  0.4560
H 2.7181 -4.6342 -2.9558  0.4320
H 3.1672 -1.4858 -0.9483  0.5001
H 5.0746 -1.8414 0.5512  0.4284
H 5.1948 -3.8780 1.9580  0.4466
H 3.3954 -5.5702 1.8443  0.4573
H 1.4868 -5.2428 0.3584  0.1341

Forces on atoms 1 to 2 (eV/Å):
Ru 0.694 -0.029 -0.344
N 0.084 0.255 0.302


No. 2
Below is C38H37BrCuGeN2O2S as an isolated structure, with properties calculated with the ωB97M-V functional and the def2-TZVPD basis.

Calculated values
- LUMO (alpha / beta) (eV) = -0.1098 / -0.6365
- total energy (hartree) = -8419.79731
- expectation value of S² = 0.7558
- multiplicity = 2
- energy relative to the best compared isomer or geometry (same formula, charge and spin) (kcal per mole) = 3.1

Last column: Mulliken charge in e.
Geometry (Å):
Cu -0.2202 -0.2199 0.2730  -1.4834
S 1.2867 2.3819 -2.1821  -0.3521
C 2.5349 1.3208 -2.3793  0.1945
N 3.7259 1.5537 -1.7361  0.0680
C 4.8073 0.7583 -1.8642  -0.4596
C 4.7679 -0.3449 -2.6555  -0.5385
C 3.5545 -0.6641 -3.3162  -0.3268
C 2.4731 0.1469 -3.1781  -0.3539
H 3.7512 2.3754 -1.1435  0.2696
H 5.6868 1.0507 -1.3119  0.4046
H 5.6369 -0.9717 -2.7664  0.4177
H 3.4963 -1.5557 -3.9221  0.4013
H 1.5288 -0.0733 -3.6476  0.4032
C -1.3485 -1.3754 4.7105  -0.7818
N -0.1688 -1.5443 3.8494  0.1074
C -0.4636 -2.4989 2.7669  -1.0918
C 0.3064 -0.2172 3.3275  -0.7557
C 1.5705 -0.4095 2.5340  2.9430
C 2.7764 -0.5325 3.2191  -0.7779
C 3.9393 -0.8408 2.5385  -0.7864
C 3.8880 -1.0396 1.1680  -0.7900
C 2.6928 -0.8772 0.4876  1.0254
C 1.5067 -0.5444 1.1404  -2.0527
H -1.6832 -2.3418 5.0890  0.3404
H -2.1497 -0.9264 4.1216  0.3154
H -1.1157 -0.7191 5.5487  0.3553
H 0.6071 -1.9336 4.4000  0.3951
H -1.2993 -2.1304 2.1724  0.2208
H -0.7227 -3.4719 3.1836  0.4356
H 0.3998 -2.5955 2.1089  0.4358
H 0.4756 0.4270 4.1934  0.6673
H -0.4930 0.1965 2.7018  -0.1764
H 2.8129 -0.3717 4.2898  0.4243
H 4.8749 -0.9388 3.0712  0.3905
H 4.7815 -1.3168 0.6250  0.5361
H 2.6662 -1.0355 -0.5816  0.4921
Br -4.1059 3.6390 -4.5855  -0.2353
C -3.5799 3.0727 -2.8422  -0.2139
C -2.3789 2.4053 -2.6904  -0.4429
C -2.0407 1.9251 -1.4394  0.8139
C -2.8830 2.1061 -0.3500  0.0404
C -4.0620 2.8285 -0.5223  -0.9694
C -4.4169 3.3172 -1.7658  -0.2530
C -2.5867 1.5071 1.0097  0.2185
O -3.2059 1.8915 1.9918  -0.7396
O -1.7070 0.5736 1.0842  0.1893
H -1.7174 2.2737 -3.5334  0.5687
H -1.1018 1.3988 -1.3090  -0.2767
H -4.7109 2.9885 0.3253  0.4506
H -5.3341 3.8722 -1.8972  0.4436
C 0.5812 -3.4778 -1.2560  -1.6328
Ge -0.8119 -2.0358 -1.1004  1.6249
C -1.4356 -1.8527 -2.9947  0.3959
C -1.1988 -0.7019 -3.7307  0.6039
C -1.6376 -0.5877 -5.0376  -1.0668
C -2.3240 -1.6337 -5.6267  -0.6862
C -2.5739 -2.7867 -4.9030  -0.6940
C -2.1372 -2.8889 -3.5950  -0.8688
C -2.3161 -2.9956 -0.1834  -0.3311
C -2.1093 -4.2325 0.3773  -0.4038
C -3.0636 -4.8446 1.2015  -0.8767
C -4.2187 -4.1896 1.5226  -0.9518
C -4.4907 -2.9200 0.9705  0.9829
C -5.6681 -2.2094 1.2855  -0.9208
C -5.9326 -0.9998 0.7083  -0.8349
C -5.0476 -0.4661 -0.2386  -0.7962
C -3.8867 -1.1184 -0.5422  -0.2294
C -3.5515 -2.3412 0.0718  0.4997
H 0.1727 -4.3595 -1.7359  0.5050
H 0.9855 -3.7634 -0.2902  0.4054
H 1.4085 -3.1244 -1.8598  0.3133
H -0.6751 0.1167 -3.2594  0.3888
H -1.4539 0.3188 -5.5973  0.4333
H -2.6694 -1.5440 -6.6456  0.3782
H -3.1172 -3.6033 -5.3585  0.4280
H -2.3514 -3.7811 -3.0238  0.3348
H -1.1850 -4.7584 0.1841  0.4319
H -2.8677 -5.8320 1.5969  0.4275
H -4.9437 -4.6397 2.1879  0.4145
H -6.3617 -2.6384 1.9967  0.4045
H -6.8270 -0.4510 0.9658  0.4132
H -5.2890 0.4666 -0.7266  0.5177
H -3.2128 -0.7059 -1.2807  0.2793

Forces on atoms 1 to 2 (eV/Å):
Cu 0.365 0.085 0.037
S -0.477 0.380 0.105


- Among the records above, which one has the highest energy relative to the best compared isomer or geometry (same formula, charge and spin)?
  C38H37BrCuGeN2O2S